Entry P
{"formula": "H28O14", "method": "ωB97M-V with the def2-TZVPD basis set", "symbols": ["O", "H", "H", "O", "H", "H", "O", "H", "H", "O", "H", "H", "O", "H", "H", "O", "H", "H", "O", "H", "H", "O", "H", "H", "O", "H", "H", "O", "H", "H", "O", "H", "H", "O", "H", "H", "O", "H", "H", "O", "H", "H"], "coordinates": [[7.47, 18.43, -2.94], [7.73, 18.53, -1.99], [6.50, 18.45, -2.83], [5.74, 21.41, -1.59], [6.56, 21.05, -1.31], [5.73, 22.29, -1.29], [7.81, 17.19, -0.41], [7.96, 17.82, 0.31], [7.28, 16.60, 0.13], [2.92, 16.62, -2.57], [3.09, 17.00, -3.45], [2.56, 17.38, -2.13], [6.94, 18.27, 2.14], [6.11, 18.06, 1.73], [6.65, 18.21, 3.04], [4.97, 18.44, -0.63], [4.98, 18.58, -1.56], [4.89, 17.54, -0.32], [4.99, 18.89, -3.27], [5.28, 19.70, -3.60], [4.42, 18.53, -3.92], [3.02, 21.57, -2.31], [3.84, 21.24, -1.95], [2.48, 21.85, -1.57], [5.99, 15.87, -2.25], [6.69, 16.33, -1.84], [5.25, 16.49, -2.30], [5.08, 15.76, 0.34], [5.44, 15.22, 1.05], [5.12, 15.15, -0.45], [2.28, 17.38, 0.27], [2.54, 16.63, -0.23], [2.83, 17.28, 1.10], [3.38, 20.08, 0.88], [4.03, 19.44, 0.67], [3.67, 20.54, 1.63], [1.98, 19.11, -1.70], [2.07, 20.06, -1.93], [2.32, 19.00, -0.81], [3.91, 17.46, 2.46], [3.97, 18.12, 3.14], [4.28, 16.67, 2.80]], "lowdin_charge": [-0.082, 0.019, -0.039, 0.000, 0.040, 0.039, -0.056, 0.042, 0.016, -0.044, 0.041, -0.020, -0.026, -0.011, 0.037, -0.035, -0.028, -0.008, 0.007, 0.051, 0.077, -0.039, -0.011, 0.046, -0.033, -0.028, 0.007, -0.069, 0.059, 0.093, -0.057, 0.009, 0.014, -0.007, -0.040, 0.011, -0.080, 0.014, -0.013, -0.005, 0.069, 0.042], "lumo_ha": -0.0199, "orbital_gap_ev": 9.7}

Entry Q
{"formula": "H28O14", "method": "ωB97M-V with the def2-TZVPD basis set", "symbols": ["O", "H", "H", "O", "H", "H", "O", "H", "H", "O", "H", "H", "O", "H", "H", "O", "H", "H", "O", "H", "H", "O", "H", "H", "O", "H", "H", "O", "H", "H", "O", "H", "H", "O", "H", "H", "O", "H", "H", "O", "H", "H"], "coordinates": [[-0.25, 3.47, 1.32], [0.67, 3.44, 1.23], [-0.41, 2.71, 1.85], [-3.65, 0.43, -1.23], [-2.83, 0.97, -1.07], [-4.39, 0.95, -1.04], [-1.45, -3.02, -0.47], [-2.32, -3.40, -0.63], [-1.30, -2.58, -1.28], [0.28, -2.84, 1.87], [-0.20, -2.70, 1.05], [-0.29, -2.92, 2.63], [2.23, 2.69, 0.53], [2.12, 3.37, -0.09], [2.34, 1.86, 0.07], [-3.18, 2.11, 1.57], [-2.58, 1.41, 1.77], [-2.99, 2.72, 2.27], [2.74, -2.93, -0.15], [1.96, -2.97, 0.40], [3.24, -3.69, 0.13], [2.65, 0.39, -0.93], [2.16, -0.39, -1.14], [3.49, -0.02, -0.60], [0.23, -0.15, 0.27], [-0.33, 0.56, 0.01], [0.25, -0.79, -0.43], [-2.44, -0.74, 1.35], [-3.35, -0.59, 1.27], [-2.27, -1.13, 0.49], [1.10, 1.91, -2.49], [1.73, 1.39, -1.98], [0.87, 1.50, -3.30], [2.41, -0.73, 2.03], [1.91, -1.14, 2.71], [1.77, -0.62, 1.34], [0.94, -1.50, -1.98], [0.98, -2.45, -2.10], [1.17, -1.13, -2.84], [-1.29, 1.92, -0.79], [-0.65, 2.05, -1.45], [-1.04, 2.57, -0.14]], "lowdin_charge": [-0.011, -0.028, 0.037, -0.066, 0.010, 0.002, -0.010, 0.073, 0.018, -0.049, -0.010, 0.054, -0.017, 0.018, 0.003, -0.026, -0.014, 0.038, -0.033, 0.000, 0.038, -0.062, -0.015, 0.118, -0.033, -0.014, -0.006, -0.038, 0.009, 0.000, -0.024, -0.009, 0.027, -0.052, 0.005, -0.039, -0.037, 0.069, 0.088, -0.030, -0.003, 0.016], "lumo_ha": -0.0121, "orbital_gap_ev": 9.9}

Stability, lowest: entry P

Entry P
{"formula": "C5H9N3", "method": "ωB97M-V with the def2-TZVPD basis set", "symbols": ["C", "C", "C", "C", "C", "H", "H", "H", "H", "H", "H", "H", "H", "H", "N", "N", "N"], "coordinates": [[-1.25, 0.62, -1.66], [-0.80, 0.29, -0.45], [0.52, -0.15, -0.21], [0.23, -0.51, 2.11], [1.78, -0.71, 1.95], [-2.66, 1.20, -2.92], [-2.98, 1.67, -1.26], [-0.67, 0.21, -2.43], [-1.41, -0.01, 0.47], [2.17, -0.90, -0.43], [-0.22, -1.44, 1.84], [-0.22, -0.02, 2.96], [2.60, -0.14, 2.43], [2.05, -1.74, 1.58], [-2.43, 1.22, -1.95], [1.29, -0.79, -1.00], [0.92, 0.13, 1.13]], "lowdin_charge": [-0.185, -0.086, -0.478, -0.181, -0.079, 0.091, 0.088, 0.106, 0.128, 0.053, 0.102, 0.105, 0.104, 0.111, 0.092, 0.141, -0.112], "lumo_ha": 0.0374, "orbital_gap_ev": 9.1, "smiles": "[H]/N=C(/C=C/N)N1CC1"}

Entry Q
{"formula": "C5H9N3", "method": "ωB97M-V with the def2-TZVPD basis set", "symbols": ["C", "C", "C", "C", "C", "H", "H", "H", "H", "H", "H", "H", "H", "H", "N", "N", "N"], "coordinates": [[-1.45, 0.00, 0.38], [-0.86, 1.49, -0.14], [0.53, 0.94, 0.27], [2.06, -0.50, -0.20], [-0.06, -0.38, 0.05], [-3.41, -0.52, -0.37], [-2.08, -0.98, -1.20], [-1.62, 0.14, 1.51], [-1.10, 1.57, -1.17], [-1.21, 2.37, 0.32], [0.69, 1.20, 1.34], [2.97, -1.04, -0.42], [1.01, -2.18, 0.01], [-0.11, -0.54, -1.06], [-2.41, -0.84, -0.23], [1.94, 0.78, -0.32], [0.97, -1.26, 0.40]], "lowdin_charge": [-0.315, -0.030, -0.263, -0.208, -0.432, 0.107, 0.072, 0.165, 0.086, 0.075, 0.157, 0.115, 0.112, 0.163, 0.028, 0.106, 0.063], "lumo_ha": 0.0367, "orbital_gap_ev": 10.0}

Stability, lowest: entry Q